Record 1
A molecular structure, C3H12NOS2 at a distorted geometry. Source: the Open Molecules 2025 dataset; level of theory: the ωB97M-V functional and the def2-TZVPD basis.

Output
- Orbital gap: 3.197 eV
- HOMO level: -12.095 eV
- M: 142.27 g mol⁻¹
- Relative energy (zero: lowest compared OMol25 entry of this formula, charge and spin): 9.0202 eV

ORCA input file:
```
! RIJCOSX wB97M-V def2-TZVPD def2/J DEFGRID3
* xyz 1 1
N 1.6562 -6.4119 -0.0351
C 2.3918 -5.1485 -0.2047
C 2.0968 -4.0617 0.8580
S 0.3009 -3.8249 1.0907
S -0.3842 -3.6069 -1.9802
C -1.9960 -3.3869 -1.1926
H 0.1553 -3.5681 -0.6439
H 2.0656 -7.0485 0.6505
H 0.6833 -6.1861 0.1739
H 3.4695 -5.3247 -0.2397
H 2.1236 -4.7897 -1.2194
H 2.5540 -3.0885 0.5382
H 2.4453 -4.3216 1.8065
H -1.9905 -2.5129 -0.5474
H -2.7852 -3.1764 -1.9911
H -2.2665 -4.2802 -0.6426
H -3.5287 22.7967 0.6972
H -3.0690 23.8169 1.5242
O -3.9223 24.1237 1.3576
*
```

***

Record 2
C7H10 in the gas phase at a distorted geometry. Source: the Open Molecules 2025 dataset; level of theory: the ωB97M-V functional and the def2-TZVPD basis.

Output
- Orbital gap: 10.243 eV
- HOMO level: -9.075 eV
- SMILES: C1[C@@H]2CC3(CC3)[C@H]12
- M: 94.16 g mol⁻¹
- Relative energy (zero: lowest compared OMol25 entry of this formula, charge and spin): 3.2678 eV

ORCA input file:
```
! RIJCOSX wB97M-V def2-TZVPD def2/J DEFGRID3
* xyz 0 1
C 1.7311 0.2589 -0.9424
C 0.7315 -0.7205 -1.5081
C 0.3903 0.1147 -0.3093
C -0.6982 1.2017 -0.1572
C -0.9597 0.6234 1.2422
C -1.2354 -0.9190 1.1390
C 0.1331 -0.4041 1.0957
H 1.9360 1.1651 -1.5055
H 2.5885 -0.1414 -0.4059
H 0.2649 -0.4767 -2.4609
H 0.9131 -1.7837 -1.3609
H -0.2715 2.2166 -0.2127
H -1.5630 1.1525 -0.8268
H -1.7357 0.7199 1.9542
H -1.7502 -1.3123 0.2753
H -1.5255 -1.3875 2.0912
H 0.8827 -0.7129 1.8092
*
```

***

Record 3
2 unconnected molecules or ions with the total composition C4H3I at a distorted geometry. Source: the Open Molecules 2025 dataset; level of theory: the ωB97M-V functional and the def2-TZVPD basis.

Output
- Orbital gap: 5.312 eV
- HOMO level: -7.782 eV
- M: 177.97 g mol⁻¹
- Relative energy (zero: lowest compared OMol25 entry of this formula, charge and spin): 7.0552 eV

ORCA input file:
```
! RIJCOSX wB97M-V def2-TZVPD def2/J DEFGRID3
* xyz 0 1
C 0.6580 0.0930 0.5196
C -0.5550 0.1497 0.1607
C -2.8068 -0.0161 -0.9242
C 1.8898 0.1739 0.9275
I 3.6263 -0.5562 -0.0979
H -2.4797 -1.0170 -0.7654
H -2.4581 0.5662 -1.7449
H 2.1254 0.6066 1.9246
*
```

***

Record 4
C3H4N2O3 in the gas phase at a distorted geometry. Source: the Open Molecules 2025 dataset; level of theory: the ωB97M-V functional and the def2-TZVPD basis.

Output
- Orbital gap: 9.720 eV
- HOMO level: -9.944 eV
- SMILES: C1=N\O/C=N\OCO/1
- M: 116.08 g mol⁻¹
- Relative energy (zero: lowest compared OMol25 entry of this formula, charge and spin): 7.6525 eV

ORCA input file:
```
! RIJCOSX wB97M-V def2-TZVPD def2/J DEFGRID3
* xyz 0 1
C 1.2143 0.1820 0.9620
C 0.5176 -0.9556 -1.2303
C -1.7894 0.6916 0.0242
H 1.1605 -1.0050 1.4968
H 2.1467 0.6170 1.2200
H 0.7811 -2.0446 -1.3485
H -2.8145 0.8170 0.0554
N -0.5939 -0.3980 -1.7281
N -1.2301 0.5580 1.2430
O 1.5091 -0.2646 -0.5188
O -1.1096 0.7736 -1.1552
O 0.2082 1.0285 0.9794
*
```

***

Record 5
A molecular structure, C36H35AsBF8N7PS4Y at a distorted geometry. Source: the Open Molecules 2025 dataset; level of theory: the ωB97M-V functional and the def2-TZVPD basis.

Output
- Orbital gap: 5.197 eV
- HOMO level: -1.482 eV
- M: 1051.59 g mol⁻¹
- Relative energy (zero: lowest compared OMol25 entry of this formula, charge and spin): 3.7947 eV

ORCA input file:
```
! RIJCOSX wB97M-V def2-TZVPD def2/J DEFGRID3
* xyz -2 1
Y 0.1654 0.3611 1.3447
C 5.5620 1.1279 0.2987
C 4.2032 1.3144 0.9613
N 3.1715 1.8888 0.1212
C 3.3530 3.3298 -0.0813
C 2.9469 4.2191 1.0850
C 2.9895 1.2157 -1.1544
C 1.6377 1.5127 -1.8106
N 0.5133 1.6111 -0.8863
C -0.5409 2.2916 -1.3578
C -1.4878 2.8209 -0.4401
F -1.2808 2.5384 0.8633
C -2.5410 3.6256 -0.7810
F -3.3380 4.1237 0.1716
C -2.8064 3.9444 -2.1050
C -1.9517 3.4005 -3.0414
F -2.1885 3.6436 -4.3490
C -0.8718 2.6121 -2.7087
F -0.1650 2.0976 -3.7508
H 6.2945 0.8045 1.0353
H 5.5141 0.3820 -0.4912
H 5.8878 2.0789 -0.1242
H 2.7089 0.1595 1.7701
H 4.3129 1.9771 1.8202
H 4.3982 3.5436 -0.3611
H 2.7365 3.6045 -0.9370
H 3.5527 4.0444 1.9744
H 3.0600 5.2660 0.7921
H 1.9099 4.0370 1.3549
H 3.7671 1.5066 -1.8821
H 3.0869 0.1497 -0.9997
H 1.7315 2.4589 -2.3562
H 1.4975 0.7319 -2.5714
H -3.6343 4.5766 -2.3862
N 1.7845 -3.1489 -1.1088
C 0.9448 -2.2062 -0.7182
N 1.5747 -1.3149 0.0220
C 2.8667 -1.8296 0.1139
N 3.0118 -2.9485 -0.5778
C 3.9395 -1.2456 0.8571
C 5.1495 -1.8986 1.0407
N 6.0074 -1.6733 2.0231
C 5.4701 -0.8980 3.0215
C 4.3433 -0.1770 2.9293
N 3.7227 -0.0045 1.6096
H 1.5767 -4.0076 -1.5811
H -0.0932 -2.2063 -0.9917
H 5.3875 -2.6990 0.3463
H 5.9755 -0.9532 3.9791
H 3.8277 0.3081 3.7452
S 0.1734 0.5181 6.0170
As -0.3724 1.5191 4.2492
S -1.7876 0.3416 2.9842
S 1.4567 1.8165 2.9689
S -1.2250 3.3947 4.6933
C -6.1938 1.2366 0.9100
C -5.7178 0.1688 1.6542
C -4.5500 -0.4788 1.2819
C -3.8464 -0.0648 0.1547
C -4.3396 1.0007 -0.5985
C -5.5061 1.6459 -0.2227
P -2.2050 -0.7664 -0.2690
C -2.3572 -0.8424 -2.1015
C -3.5335 -1.2110 -2.7548
C -3.5865 -1.2464 -4.1380
C -2.4677 -0.9101 -4.8909
C -1.2988 -0.5279 -4.2534
C -1.2484 -0.4909 -2.8666
C -2.3885 -2.5515 0.1695
C -2.2352 -2.9355 1.5030
C -2.3284 -4.2688 1.8714
C -2.5546 -5.2412 0.9122
C -2.6852 -4.8756 -0.4187
C -2.6006 -3.5424 -0.7906
H -7.0881 1.7615 1.2227
H -6.2414 -0.1500 2.5464
H -4.1808 -1.2978 1.8823
H -3.8058 1.3327 -1.4803
H -5.8651 2.4863 -0.8045
H -4.4095 -1.4697 -2.1727
H -4.5076 -1.5279 -4.6344
H -2.5143 -0.9347 -5.9729
H -0.4309 -0.2339 -4.8300
H -0.3468 -0.1524 -2.3687
H -2.0109 -2.2014 2.2672
H -2.1686 -4.5407 2.9058
H -2.5972 -6.2856 1.1969
H -2.8468 -5.6338 -1.1767
H -2.6939 -3.2791 -1.8364
F 0.6876 -3.7698 1.4999
B 1.0993 -3.1707 2.7102
F 0.7503 -1.7346 2.6206
F 0.4131 -3.7227 3.7738
F 2.4717 -3.2606 2.8588
*
```

***

Record 6
C4H12N2 in the gas phase at a distorted geometry. Source: the Open Molecules 2025 dataset; level of theory: the ωB97M-V functional and the def2-TZVPD basis.

Output
- Orbital gap: 9.708 eV
- HOMO level: -8.606 eV
- SMILES: CCNCCN
- M: 88.15 g mol⁻¹
- Relative energy (zero: lowest compared OMol25 entry of this formula, charge and spin): 0.8047 eV

ORCA input file:
```
! RIJCOSX wB97M-V def2-TZVPD def2/J DEFGRID3
* xyz 0 1
N 1.3936 2.1146 1.7864
C 1.4697 1.3429 0.5620
C 0.2518 0.4000 0.3725
N 0.5581 -0.5583 -0.6985
C -0.6312 -0.9783 -1.4445
C -1.7398 -1.6989 -0.6993
H 0.7907 2.9173 1.6836
H 1.0727 1.6770 2.6378
H 1.5680 2.0102 -0.2856
H 2.3306 0.6706 0.6455
H -0.6634 0.9547 0.1441
H 0.0243 -0.0944 1.3291
H 1.0812 -1.3493 -0.3464
H -0.3123 -1.5443 -2.3241
H -1.0102 -0.0548 -1.8859
H -1.4380 -2.2724 0.1873
H -2.5451 -1.0832 -0.3205
H -2.2005 -2.4535 -1.3433
*
```